Record 1
{
  "formula": "HNO2",
  "method": "ωB97M-V/def2-TZVPD",
  "spin_multiplicity": 1,
  "smiles": "O=NO",
  "gap_ha": 0.4013,
  "energy_ha": -205.72657,
  "e_above_lowest_kj_mol": 43.4,
  "e_homo_ev": -10.4,
  "elements": ["H", "N", "O", "O"],
  "xyz": [[-1.88010, 0.25285, 0.03723], [0.10040, 0.47741, -0.00397], [-0.96040, -0.24912, -0.00503], [1.10757, -0.20023, 0.00385]]
}

---

Record 2
{
  "formula": "C9H10O2S",
  "method": "ωB97M-V/def2-TZVPD",
  "spin_multiplicity": 1,
  "gap_ha": [0.2862, 0.2625],
  "energy_ha": -897.46911,
  "e_above_lowest_kj_mol": 263.4,
  "e_homo_ev": [-8.9, -8.3],
  "elements": ["C", "C", "C", "C", "C", "C", "C", "C", "C", "O", "O", "S", "H", "H", "H", "H", "H", "H", "H", "H", "H", "H"],
  "xyz": [[-2.67524, 0.78027, 0.26796], [-1.81383, 1.30472, 1.14757], [-2.18824, 0.35612, -0.94551], [-0.47986, 1.50263, 0.84949], [-0.85338, 0.47577, -1.28195], [-0.03468, 1.19117, -0.44224], [1.51791, -0.67077, 1.20157], [1.21583, -2.23704, -0.80654], [2.00990, -1.24076, 0.05564], [0.37831, -0.76415, 1.59112], [2.28787, 2.31984, 0.12921], [1.69272, 1.41815, -0.85555], [-3.64123, 0.48686, 0.66452], [-2.22681, 1.66192, 2.13931], [-2.77149, -0.06203, -1.74236], [0.20328, 1.64527, 1.69279], [-0.67626, 0.32035, -2.32420], [2.28022, -0.17220, 1.76347], [1.36103, -1.98155, -1.76585], [0.15931, -2.16296, -0.56588], [1.28685, -3.28266, -0.49342], [2.96781, -0.88896, -0.27919]]
}

---

Record 3
{
  "formula": "C8H16BNO",
  "method": "ωB97M-V/def2-TZVPD",
  "spin_multiplicity": 1,
  "smiles": "C=C[C@H]1CC[C@@H](C)N1B(C)O",
  "gap_ha": 0.3540,
  "energy_ha": -469.28076,
  "e_above_lowest_kj_mol": 130.8,
  "e_homo_ev": -8.9,
  "elements": ["B", "C", "C", "C", "C", "C", "C", "C", "C", "N", "O", "H", "H", "H", "H", "H", "H", "H", "H", "H", "H", "H", "H", "H", "H", "H", "H"],
  "xyz": [[0.05299, -1.69717, 0.29689], [3.25515, 0.30403, -0.39981], [1.96217, 0.40514, -0.58270], [0.40250, 2.04103, 0.42590], [-1.12763, 1.79631, 0.83217], [1.01690, 0.66073, 0.53092], [-1.48824, 0.45199, 0.26103], [-1.08840, -2.79056, 0.11578], [-1.96502, 0.53476, -1.18412], [-0.21079, -0.31439, 0.36843], [1.32794, -2.08883, 0.61439], [3.88657, 0.14962, -1.29628], [3.72705, 0.25434, 0.60153], [1.69067, 0.70038, -1.57929], [0.17545, 2.42842, -0.67900], [0.79098, 2.95056, 0.98760], [-1.14528, 1.74897, 1.91453], [-1.90533, 2.52537, 0.72085], [1.48945, 0.56073, 1.40457], [-2.30537, -0.14316, 0.67014], [-1.00626, -3.65118, -0.55643], [-2.04546, -2.32930, -0.19536], [-1.05063, -3.26490, 1.15282], [-1.70649, 1.56596, -1.58459], [-3.06259, 0.37260, -1.40085], [-1.32049, -0.24994, -1.63457], [1.65015, -2.92151, 0.19542]]
}

---

Record 4
{
  "formula": "C42H51Br2Cl3CsN6O3Sb",
  "method": "ωB97M-V/def2-TZVPD",
  "charge": -2,
  "spin_multiplicity": 1,
  "gap_ha": 0.1992,
  "energy_ha": -8973.95966,
  "e_above_lowest_kj_mol": 76.1,
  "e_homo_ev": -2.0,
  "elements": ["Cs", "C", "C", "C", "N", "C", "C", "C", "C", "C", "C", "C", "N", "C", "C", "C", "N", "C", "C", "C", "C", "C", "C", "C", "N", "C", "C", "H", "H", "H", "H", "H", "H", "H", "H", "H", "H", "H", "H", "H", "H", "H", "H", "H", "H", "H", "H", "H", "H", "H", "H", "H", "H", "Br", "C", "C", "C", "Br", "C", "C", "C", "C", "N", "C", "C", "O", "H", "H", "H", "H", "O", "O", "C", "C", "C", "Sb", "C", "C", "C", "C", "C", "C", "H", "H", "H", "H", "H", "H", "H", "H", "H", "H", "H", "H", "H", "H", "H", "H", "H", "H", "H", "H", "H", "Cl", "C", "Cl", "Cl", "C", "N"],
  "xyz": [[1.34065, -0.95698, -0.53061], [-3.68161, -1.46395, 1.66154], [-3.49912, -0.69149, 0.33003], [-2.16526, -0.81157, -0.41694], [-1.41008, -1.97835, -0.18493], [-1.67703, -3.17598, -0.61908], [-2.92492, -3.31971, -1.38961], [-3.58123, -4.45833, -1.82885], [-3.33440, -5.80295, -1.72114], [-2.15577, -6.30586, -1.10883], [-1.04191, -5.67273, -0.61754], [-0.68566, -4.26355, -0.34395], [0.40233, -3.81666, 0.16645], [1.44054, -4.70103, 0.68773], [2.56763, -3.92627, 1.41637], [2.14190, -3.19340, 2.68896], [1.34683, -2.00955, 2.61567], [0.65121, -1.69402, 3.58253], [0.44377, -2.52482, 4.82531], [0.66988, -2.17992, 6.08699], [1.17685, -0.82770, 6.44865], [0.77617, 0.32104, 5.87367], [-0.30530, 0.45614, 4.82075], [-0.31636, -0.51878, 3.59705], [-1.16311, -0.54134, 2.69467], [-2.37742, 0.31475, 2.66856], [-3.56875, -0.54030, 2.81192], [-2.82783, -2.19585, 1.60782], [-4.66461, -1.85598, 1.63688], [-3.79629, 0.37120, 0.42335], [-4.23968, -1.04419, -0.38593], [-1.51541, 0.01899, -0.17843], [-2.37701, -0.66090, -1.47659], [-3.36947, -2.40077, -1.71354], [-4.44096, -4.19685, -2.42871], [-4.13264, -6.47631, -2.02294], [-2.09211, -7.41454, -1.08958], [-0.21784, -6.32204, -0.33470], [1.93091, -5.31062, -0.10915], [0.96539, -5.34500, 1.46409], [3.12777, -3.22512, 0.76303], [3.27884, -4.66526, 1.71892], [3.01666, -2.81653, 3.20396], [1.72883, -3.86109, 3.43505], [-0.04640, -3.49181, 4.66123], [0.44615, -2.76048, 6.95903], [1.87648, -0.82233, 7.23033], [1.24938, 1.22029, 6.18601], [-1.34025, 0.38295, 5.25750], [-2.49505, 0.73728, 1.66081], [-2.30159, 1.11498, 3.38945], [-4.42179, 0.11997, 2.82334], [-3.53583, -1.19404, 3.71358], [3.82010, 0.40737, -6.29089], [4.78206, 0.15340, -4.62198], [6.14546, 0.07293, -4.55991], [6.83357, 0.04460, -3.33568], [8.72289, -0.12436, -3.40544], [6.18872, 0.24472, -2.12058], [6.83438, 0.55748, -0.89066], [6.08099, 0.96398, 0.19057], [4.66785, 0.92775, 0.06368], [4.05077, 0.53564, -1.05426], [4.79639, 0.30658, -2.13653], [4.06140, 0.13193, -3.41695], [2.84974, 0.09868, -3.36729], [6.75601, 0.16104, -5.43262], [7.92773, 0.52306, -0.92665], [6.52296, 1.20415, 1.15650], [4.06606, 1.08864, 0.91983], [-1.26069, 3.85235, 4.67951], [-0.90082, 4.15986, 3.34126], [-2.31958, 0.47698, -4.12405], [-2.48653, 1.79551, -3.31733], [-3.82420, 1.73009, -2.54059], [-0.72270, 2.33054, -2.14096], [0.24775, 3.69548, -3.59807], [-0.64606, 4.81516, -4.15112], [1.07936, 3.00786, -4.65118], [-1.74519, 3.91306, -1.01274], [-0.77116, 5.08543, -0.54230], [-2.49798, 3.39866, 0.22733], [-3.15040, 0.39816, -4.86397], [-2.49231, -0.40676, -3.49410], [-1.30912, 0.42315, -4.61119], [-2.62405, 2.61600, -4.03144], [-3.86174, 0.97617, -1.72989], [-4.65036, 1.51447, -3.31443], [-4.03152, 2.69513, -2.14102], [0.88943, 4.08531, -2.77053], [-1.29816, 4.47343, -4.95380], [-0.07304, 5.64838, -4.51281], [-1.29811, 5.19476, -3.34217], [0.40091, 2.52378, -5.37527], [1.71421, 2.19533, -4.22383], [1.62097, 3.69798, -5.25701], [-2.36237, 4.38160, -1.74239], [-0.41317, 5.60348, -1.41976], [0.01412, 4.69416, 0.06881], [-1.31911, 5.78704, 0.03338], [-1.86405, 3.32013, 1.11985], [-2.79887, 2.39061, 0.14167], [-3.39690, 4.03524, 0.46856], [0.59765, 2.49798, 1.77117], [0.93280, 2.43877, 3.46565], [2.34951, 1.23040, 3.64996], [1.60437, 3.86239, 4.15328], [-0.24588, 1.89476, 4.35793], [-1.06956, 2.64695, 5.00228]]
}

---

Record 5
{
  "formula": "C20H32AuN3",
  "method": "ωB97M-V/def2-TZVPD",
  "charge": 2,
  "spin_multiplicity": 1,
  "gap_ha": 0.2773,
  "energy_ha": -1080.62703,
  "e_above_lowest_kj_mol": 49.7,
  "e_homo_ev": -14.7,
  "elements": ["Au", "C", "C", "C", "C", "C", "H", "H", "H", "H", "H", "C", "C", "N", "C", "C", "C", "C", "N", "H", "H", "H", "H", "H", "H", "H", "H", "H", "H", "H", "H", "H", "H", "C", "N", "C", "C", "C", "C", "C", "C", "C", "C", "H", "H", "H", "H", "H", "H", "H", "H", "H", "H", "H", "H", "H"],
  "xyz": [[-1.56127, 1.12686, 0.01501], [-4.13062, 0.75408, 0.34648], [-3.80569, -0.32967, 1.28409], [-2.95908, 0.14730, 2.20306], [-2.62824, 1.57504, 1.87466], [-3.50912, 1.92632, 0.77456], [-4.76811, 0.66073, -0.52161], [-4.19443, -1.33398, 1.22190], [-2.57255, -0.39900, 3.04853], [-2.14978, 2.28683, 2.53099], [-3.73973, 2.93339, 0.46001], [-1.11940, -2.42254, -1.07693], [0.14659, -1.62033, -1.34610], [0.14348, -0.95993, -2.65583], [1.01864, -1.57117, -3.67532], [0.45366, -2.86673, -4.23699], [-0.66953, 0.04610, -2.93807], [-0.77612, 0.51386, -4.36522], [-1.43614, 0.64439, -2.03752], [-1.02318, -2.95617, -0.12944], [-1.29053, -3.16388, -1.85655], [-1.99872, -1.78105, -1.02238], [1.01752, -2.27381, -1.33410], [0.31001, -0.87153, -0.57516], [1.97837, -1.74817, -3.18916], [1.20780, -0.85026, -4.46392], [0.50102, -3.67769, -3.50985], [1.02944, -3.17348, -5.10922], [-0.58599, -2.74472, -4.54507], [0.11641, 1.07578, -4.64488], [-1.63486, 1.16987, -4.48347], [-0.88324, -0.31947, -5.05635], [-2.01181, 1.32887, -2.50951], [1.72061, 1.43353, 4.32430], [1.27833, 0.06963, 3.87791], [2.33790, -0.97398, 4.07382], [0.60043, 0.05188, 2.51596], [1.23577, 0.83954, 1.39894], [2.62203, 0.97908, 1.28850], [3.20709, 1.72677, 0.28250], [2.40507, 2.35372, -0.65493], [1.03097, 2.18395, -0.59711], [0.43478, 1.42328, 0.40833], [2.04792, 1.35726, 5.35770], [0.87524, 2.11256, 4.24452], [2.53137, 1.77628, 3.69339], [0.53133, -0.18998, 4.52229], [3.18225, -0.76906, 3.42899], [1.91230, -1.94560, 3.83768], [2.65198, -0.94550, 5.11391], [-0.38707, 0.45803, 2.70064], [0.48244, -1.00383, 2.25954], [3.28347, 0.49297, 1.99065], [4.28344, 1.82285, 0.24034], [2.84334, 2.96192, -1.43504], [0.41423, 2.65884, -1.34947]]
}

---

Record 6
{
  "formula": "C7H20O4",
  "method": "ωB97M-V/def2-TZVPD",
  "charge": 1,
  "s2": 0.754,
  "spin_multiplicity": 2,
  "gap_ha": [0.3660, 0.1322],
  "energy_ha": -579.29756,
  "e_above_lowest_kj_mol": 0.2,
  "e_homo_ev": [-12.7, -12.7],
  "elements": ["C", "C", "C", "O", "C", "H", "H", "H", "H", "H", "H", "H", "H", "O", "H", "H", "O", "H", "H", "C", "C", "C", "O", "H", "H", "H", "H", "H", "H", "H", "H"],
  "xyz": [[1.83253, -3.90978, 0.15576], [0.62695, -4.61643, 0.76604], [-0.35207, -3.51027, 0.88959], [0.43326, -2.37552, 1.11187], [1.51166, -2.37262, 0.24273], [2.00078, -4.18683, -0.88493], [2.73091, -4.15025, 0.72426], [0.88132, -5.06111, 1.72815], [0.20427, -5.44590, 0.19910], [-1.01736, -3.70809, 1.73004], [-0.89417, -3.38255, -0.04738], [2.33825, -1.81518, 0.68332], [1.27925, -1.87813, -0.70044], [-0.26419, 0.18063, 0.05362], [-0.04150, 0.21817, -0.87656], [-0.00525, -0.69939, 0.32705], [0.72594, 0.45435, -2.47881], [0.16344, 0.71078, -3.20961], [1.59843, 0.37406, -2.86420], [-2.27318, 3.19561, -0.01537], [-0.77406, 3.48362, 0.09444], [-0.59443, 5.02185, 0.35793], [-0.13596, 2.75744, 1.11171], [-2.78339, 3.24023, 0.94681], [-2.41717, 2.16327, -0.33416], [-2.76000, 3.88997, -0.70018], [-0.33210, 3.26017, -0.87656], [-0.64807, 5.53581, -0.60179], [0.45003, 5.21817, 0.60016], [-1.25337, 5.56377, 1.03633], [-0.23067, 1.84428, 0.83106]]
}